{
  "formula": "C4H12",
  "method": "ωB97M-V with the def2-TZVPD basis set",
  "elements": ["C", "C", "H", "H", "H", "H", "H", "H", "C", "C", "H", "H", "H", "H", "H", "H"],
  "coordinates": [[0.10059, -0.63491, -1.96416], [-0.86682, 0.51233, -2.32822], [0.28356, -0.59384, -0.89195], [-0.34011, -1.58504, -2.26863], [1.08041, -0.49641, -2.41182], [-0.71046, 1.31135, -1.61131], [-1.91018, 0.22493, -2.24894], [-0.67565, 0.93418, -3.31270], [0.84979, -0.47797, 1.88149], [-0.08571, 0.59000, 2.42885], [0.35680, -1.37954, 1.53460], [1.53993, -0.13124, 1.10487], [1.53332, -0.83706, 2.65993], [-0.75333, 1.00693, 1.66110], [0.42000, 1.49646, 2.76725], [-0.69444, 0.09093, 3.17742]],
  "atomic_forces_ev_per_a": [[-0.5, 0.5, -0.1], [0.6, 0.0, 0.3], [-0.2, -0.5, 0.1], [0.4, -0.1, 0.2], [0.0, -0.1, -0.3], [-0.1, 0.3, 0.0], [-0.1, -0.1, -0.1], [-0.1, -0.1, -0.1], [1.2, 0.0, 0.2], [-0.3, 0.0, -0.9], [-0.4, 0.1, -0.2], [-0.4, 0.1, -0.1], [-0.2, 0.1, 0.2], [0.0, -0.5, 0.0], [0.2, -0.4, 0.6], [-0.1, 0.6, 0.4]],
  "lowdin_charge": [-0.152, -0.163, 0.028, 0.063, 0.060, 0.050, 0.057, 0.057, -0.193, -0.166, 0.058, 0.057, 0.061, 0.057, 0.064, 0.061],
  "homo_lumo_gap_ha": 0.4660,
  "homo_ev": -11.5,
  "largest_force_ha_per_bohr": 0.02339,
  "e_tot_ev": -4342.3072,
  "total_charge": 0,
  "smiles": "CC.CC",
  "relative_energy_ev": 0.221
}

{
  "formula": "C5H13N",
  "method": "ωB97M-V with the def2-TZVPD basis set",
  "elements": ["C", "C", "C", "H", "H", "H", "H", "H", "H", "C", "N", "C", "H", "H", "H", "H", "H", "H", "H"],
  "coordinates": [[-1.10986, 2.43138, 0.87292], [-2.13234, 1.85513, 0.27505], [-1.97302, 0.68673, -0.71765], [-1.18442, 3.16131, 1.58666], [-0.10094, 2.19719, 0.56829], [-3.14508, 2.01201, 0.47198], [-1.52531, 0.93645, -1.74608], [-1.28023, -0.05565, -0.30718], [-3.00185, 0.31752, -0.78235], [1.33571, -2.77572, -0.10536], [1.15370, -1.19487, 0.30877], [2.15309, -0.40094, -0.42594], [2.33284, -3.07283, -0.29922], [0.85574, -3.26096, 0.76345], [0.65959, -2.83594, -0.92396], [1.43020, -1.29983, 1.27205], [3.10896, -0.23318, 0.03764], [1.81758, 0.63099, -0.69867], [2.31550, -0.91248, -1.49805]],
  "atomic_forces_ev_per_a": [[0.3, -1.0, -1.5], [1.8, -1.5, -1.3], [0.4, 0.8, -0.4], [-0.4, 1.7, 1.7], [0.2, -0.3, 0.0], [-1.3, 0.9, 0.7], [-1.0, 0.0, 1.4], [-0.3, -0.1, 0.0], [0.5, -0.6, -0.6], [-2.4, 3.4, 2.0], [1.3, -2.9, -0.9], [-0.6, -0.2, -3.0], [1.0, -0.2, -0.1], [0.5, -0.3, -0.6], [-0.1, -0.5, -0.9], [0.1, 0.8, 0.4], [0.6, -0.5, 0.4], [-0.3, -0.8, 0.4], [-0.1, 1.1, 2.4]],
  "lowdin_charge": [-0.010, -0.220, -0.115, 0.016, 0.050, 0.062, 0.094, 0.041, 0.055, -0.066, -0.152, -0.189, 0.045, 0.070, 0.046, 0.057, 0.049, 0.057, 0.112],
  "homo_lumo_gap_ha": 0.3817,
  "homo_ev": -9.3,
  "largest_force_ha_per_bohr": 0.08968,
  "e_tot_ev": -6883.4610,
  "total_charge": 0,
  "smiles": "C=CC.CNC",
  "relative_energy_ev": 2.736
}

{
  "formula": "C3H8OSi",
  "method": "ωB97M-V with the def2-TZVPD basis set",
  "elements": ["C", "C", "C", "O", "Si", "H", "H", "H", "H", "H", "H", "H", "H"],
  "coordinates": [[-0.26700, 2.22188, -0.33439], [-0.05674, 0.73694, -0.17557], [-0.15083, 0.21535, 1.02876], [-0.17088, -1.28717, 1.40309], [0.25760, -2.51370, 0.36600], [-1.25934, 2.37442, -0.59539], [0.13795, 2.79490, 0.61095], [0.42281, 2.57358, -1.08153], [-0.02196, 0.19825, -1.04387], [-0.39476, 0.63713, 2.01492], [1.48281, -2.04947, -0.28692], [0.19394, -3.57834, 1.31144], [-0.75168, -2.82677, -0.83824]],
  "atomic_forces_ev_per_a": [[3.5, 0.2, 2.3], [-0.6, 1.6, 2.6], [-0.6, -4.1, 1.9], [0.0, 3.3, -1.5], [-1.5, 1.2, -1.3], [-1.8, 0.9, -0.3], [-1.5, -1.1, -1.6], [-0.1, 0.3, -0.7], [0.3, -1.7, -1.9], [0.5, 0.5, -0.9], [0.5, -0.4, -0.1], [0.4, -1.1, 0.3], [0.9, 0.4, 1.3]],
  "lowdin_charge": [-0.096, -0.174, -0.099, -0.394, 0.539, 0.047, 0.121, 0.059, 0.067, 0.122, -0.064, -0.076, -0.052],
  "homo_lumo_gap_ha": 0.3836,
  "homo_ev": -9.5,
  "largest_force_ha_per_bohr": 0.08864,
  "e_tot_ev": -13164.3457,
  "total_charge": 0,
  "smiles": "C/C=C/O[SiH3]",
  "relative_energy_ev": 1.683
}

no.,M (g mol⁻¹)
1,60.14
2,87.17
3,88.18